Entry 1:
73
Properties=species:S:1:pos:R:3 method="wB97M-V/def2-TZVPD" lumo_ev=-0.663 orbital_gap_ev=8.63 homo_ev=-9.30 multiplicity=1 e_tot_ha=-7498.77741
Br -5.69 0.85 -6.52
Br -2.15 -2.17 -5.63
P -4.28 3.16 -3.76
F -5.29 -1.87 -6.25
F -2.66 0.49 -5.29
F -3.83 -0.87 -7.62
O 3.23 1.20 0.70
O -0.03 -3.09 0.74
O -1.00 -1.28 -0.23
O 4.80 -3.82 -1.96
O 2.76 5.20 8.13
O -2.76 3.31 -4.02
O 3.08 3.51 6.82
O 0.82 -2.31 -1.11
O 3.90 -4.80 -0.13
O 0.98 4.33 7.04
O 5.93 -5.33 -0.70
O 3.17 2.14 2.75
O 2.64 0.05 2.56
C 3.03 1.14 1.88
C -3.64 0.26 -2.74
C 4.87 -4.57 -1.03
C 2.15 4.34 7.30
C 3.58 3.38 2.17
C 2.46 -1.11 1.74
C 2.57 2.53 5.91
C -4.01 -0.90 -3.79
C -0.16 -2.14 -0.20
C -7.12 0.74 -2.69
C -3.44 -0.67 -5.26
C -5.97 1.52 -1.85
C -1.01 -3.03 1.77
C 7.04 -5.18 -1.58
C 2.70 -4.06 -0.35
C 0.80 -1.36 -2.17
C -4.52 -0.72 -6.41
C 1.88 6.16 8.73
B -4.62 1.54 -2.76
H 3.65 4.11 2.97
H -6.33 2.58 -1.66
H 1.12 5.66 9.33
H -3.76 -0.22 -1.71
H 2.85 3.72 1.44
H 0.94 -0.35 -1.79
H 2.48 6.80 9.38
H -0.13 -1.43 -2.74
H 7.83 -5.84 -1.22
H 1.63 -1.59 -2.84
H -7.32 -0.24 -2.19
H -3.52 -1.84 -3.40
H 3.40 -1.39 1.26
H 2.27 -4.32 -1.32
H -2.54 0.56 -2.79
H -5.12 -1.08 -3.81
H -4.91 3.19 -5.04
H 2.15 -1.93 2.39
H 7.41 -4.15 -1.57
H 6.77 -5.49 -2.59
H -8.07 1.35 -2.69
H -0.81 -3.84 2.47
H -4.80 4.25 -2.95
H 1.42 6.78 7.96
H 2.00 -4.32 0.43
H -2.01 -3.17 1.36
H 4.56 3.27 1.71
H -5.72 1.00 -0.87
H 2.90 -2.99 -0.30
H 1.84 1.89 6.41
H 2.13 3.01 5.04
H 1.68 -0.94 1.00
H -0.94 -2.08 2.31
H 3.41 1.91 5.59
H -6.70 0.59 -3.73


Entry 2:
25
Properties=species:S:1:pos:R:3 method="wB97M-V/def2-TZVPD" lumo_ev="-0.116 / -2.843" e_above_lowest_kj_mol=0.0 orbital_gap_ev="5.02 / 6.77" homo_ev="-5.13 / -9.61" multiplicity=3 e_tot_ha=-1100.54275 s_squared=2.014
I 3.75 1.56 0.02
Si -1.22 0.86 0.09
O 0.85 -3.77 0.11
N 2.82 -2.61 -0.10
N 0.78 -1.51 0.11
N 0.53 0.78 -0.15
C -1.88 0.14 -1.55
C 3.43 -1.51 -0.13
C -1.92 -0.16 1.47
C -1.54 2.72 0.20
C 1.39 -0.28 -0.09
C 1.50 -2.73 0.04
C 2.76 -0.28 -0.17
H -1.67 0.75 -2.46
H -1.24 -0.21 2.42
H -1.87 -1.20 1.09
H -0.30 -1.49 0.25
H -2.53 2.96 0.32
H 1.02 1.70 0.06
H -2.96 -0.09 -1.47
H -0.94 3.21 1.02
H -2.89 0.18 1.89
H 4.52 -1.51 -0.40
H -0.96 3.26 -0.57
H -1.42 -0.75 -1.95


Entry 3:
14
Properties=species:S:1:pos:R:3 method="wB97M-V/def2-TZVPD" lumo_ev=0.483 e_above_lowest_kj_mol=232.7 orbital_gap_ev=9.33 homo_ev=-8.84 multiplicity=1 e_tot_ha=-361.79224
O -0.96 -0.24 1.63
O 1.77 0.18 1.08
N 1.18 -1.46 -0.41
C 2.07 -0.62 0.22
C -1.22 1.49 -0.02
C 0.39 -1.08 -1.32
C -1.67 0.48 0.74
H -1.90 2.00 -0.70
H -0.02 0.02 1.58
H -2.70 0.14 0.69
H 0.37 -0.07 -1.73
H -0.33 -1.80 -1.72
H -0.20 1.85 0.05
H 3.13 -0.80 -0.06


Entry 4:
23
Properties=species:S:1:pos:R:3 method="wB97M-V/def2-TZVPD" lumo_ev=-3.872 e_above_lowest_kj_mol=140.6 orbital_gap_ev=9.38 homo_ev=-13.25 total_charge=+1 multiplicity=1 e_tot_ha=-446.08810
F 1.45 1.67 0.28
N 0.73 -1.78 -0.30
N 0.29 0.28 -1.45
C 3.23 0.22 0.28
C -1.29 0.39 1.28
C -2.76 0.81 -0.63
C -2.15 -0.05 0.40
C 0.88 -0.46 -0.47
C 1.71 0.33 0.46
H -0.84 1.34 1.27
H 3.72 1.12 0.01
H -0.91 -0.35 2.03
H -2.48 -1.01 0.25
H 0.14 -2.40 -0.94
H 0.56 1.21 -1.63
H 1.01 -2.37 0.44
H -3.00 0.39 -1.58
H 3.76 -0.26 1.07
H -0.38 -0.27 -2.07
H 3.35 -0.50 -0.52
H 1.50 0.07 1.57
H -3.71 1.05 -0.34
H -2.09 1.63 -0.65


Entry 5:
15
Properties=species:S:1:pos:R:3 method="wB97M-V/def2-TZVPD" lumo_ev=-0.172 e_above_lowest_kj_mol=936.8 orbital_gap_ev=8.36 homo_ev=-8.53 multiplicity=1 e_tot_ha=-358.66156
N 0.47 1.38 -1.07
N -1.52 0.13 -1.65
N -2.40 -0.64 -1.21
C 1.54 1.37 -0.19
C 1.19 0.50 0.72
C 0.05 -0.22 0.28
C -0.32 -1.34 1.06
C -0.53 0.51 -0.76
H 0.78 1.89 -1.97
H 1.95 -0.07 1.46
H 2.43 1.95 -0.24
H -1.25 -1.75 -0.09
H -0.83 -0.98 2.29
H 0.98 -2.18 1.19
H -2.55 -0.54 0.17


Entry 6:
38
Properties=species:S:1:pos:R:3 method="wB97M-V/def2-TZVPD" lumo_ev=0.375 e_above_lowest_kj_mol=16.0 orbital_gap_ev=9.53 homo_ev=-9.15 multiplicity=1 e_tot_ha=-2083.64497
Ca 0.99 -1.14 0.60
S 0.39 -0.20 -1.99
O 0.66 -1.63 -1.65
O 0.56 0.18 -3.36
O -1.04 -2.27 2.40
O 1.14 -2.67 2.18
N 1.13 0.70 -0.90
N 0.25 0.18 2.79
N 3.06 0.01 0.30
C -1.92 -0.84 -0.62
C -1.98 1.11 -2.03
C 0.13 -2.15 2.78
C -1.29 0.02 -1.51
C 4.75 0.87 -1.74
C -3.29 1.34 -1.65
C 3.38 1.01 -1.87
C -3.23 -0.59 -0.24
C -5.35 0.77 -0.31
C 2.56 0.57 -0.83
C 5.27 0.29 -0.58
C 4.39 -0.12 0.40
C -3.94 0.50 -0.74
C 0.45 -0.98 3.70
H 1.49 -1.01 4.01
H 2.93 1.45 -2.74
H -0.20 -0.99 4.58
H -5.84 -0.14 0.03
H -1.47 -1.74 -0.21
H 4.75 -0.57 1.31
H -3.71 -1.27 0.46
H -0.75 0.31 2.67
H 6.33 0.16 -0.44
H 0.63 1.03 3.17
H 5.41 1.20 -2.53
H -5.94 1.19 -1.13
H -3.83 2.18 -2.07
H -1.49 1.77 -2.74
H -5.38 1.49 0.51


Entry 7:
13
Properties=species:S:1:pos:R:3 method="wB97M-V/def2-TZVPD" lumo_ev=0.665 e_above_lowest_kj_mol=374.0 orbital_gap_ev=9.56 homo_ev=-8.90 multiplicity=1 e_tot_ha=-344.45945
O -1.27 0.08 -2.63
O -2.28 1.21 1.15
C -1.24 0.61 1.13
C -1.82 0.43 -1.66
C 0.95 0.21 -0.21
C -0.53 0.27 -0.03
C 0.19 -1.06 0.04
H 1.30 0.52 -1.12
H -0.80 0.29 2.20
H 0.15 -1.80 -0.75
H 1.45 0.68 0.56
H -2.77 0.78 -1.22
H 0.26 -1.55 0.97


Entry 8:
22
Properties=species:S:1:pos:R:3 method="wB97M-V/def2-TZVPD" lumo_ev=0.635 e_above_lowest_kj_mol=251.2 orbital_gap_ev=8.46 homo_ev=-7.82 multiplicity=1 e_tot_ha=-665.81442
O 1.51 -0.67 0.15
O 0.78 0.54 -1.76
O -1.12 -1.62 2.35
O 1.94 -3.96 -2.23
N -0.46 0.58 0.58
C 1.59 -2.84 -2.20
C -0.22 0.06 -2.49
C 0.97 -1.74 -1.92
C -0.03 -1.64 1.51
C 1.55 -0.51 -1.24
C 0.07 1.94 0.59
C -0.27 -1.26 -2.58
C 0.23 -0.63 0.71
H -0.79 -1.66 3.21
H 2.54 -0.33 -1.63
H 0.62 -2.62 1.40
H -0.90 0.76 -2.99
H -0.16 2.53 -0.25
H -0.28 2.39 1.52
H -1.31 0.63 1.09
H 1.12 1.74 0.68
H -0.95 -1.95 -2.94


Entry 9:
16
Properties=species:S:1:pos:R:3 method="wB97M-V/def2-TZVPD" lumo_ev=1.116 e_above_lowest_kj_mol=12.3 orbital_gap_ev=12.89 homo_ev=-11.77 multiplicity=1 e_tot_ha=-159.58028
C -0.26 2.58 -1.15
C 0.33 -2.23 1.58
C 0.84 1.51 -1.10
C -0.87 -1.86 0.70
H 0.06 3.33 -1.87
H -1.69 -2.55 0.84
H -0.68 -1.85 -0.38
H -1.28 -0.89 0.99
H -1.19 2.14 -1.49
H -0.42 3.15 -0.23
H -0.05 -2.65 2.52
H 1.05 1.21 -2.12
H 0.92 -1.34 1.79
H 0.52 0.62 -0.58
H 0.94 -3.00 1.13
H 1.78 1.83 -0.64


Entry 10:
81
Properties=species:S:1:pos:R:3 method="wB97M-V/def2-TZVPD" lumo_ev=-9.747 e_above_lowest_kj_mol=0.0 orbital_gap_ev=6.72 homo_ev=-16.47 total_charge=+3 multiplicity=1 e_tot_ha=-4662.59941
Ta -0.97 -0.62 0.47
Br -1.34 -3.36 1.50
P 1.76 -0.80 0.51
O -4.96 -1.29 -1.09
O -2.94 -0.37 1.60
O -0.65 -0.21 2.32
O -1.06 0.62 4.37
O -2.76 -1.20 -0.73
N -0.48 -2.39 -0.86
N -0.22 0.83 -0.51
C 4.62 1.65 -3.37
C -1.38 2.59 0.79
C -2.92 0.10 2.97
C 2.32 -0.77 3.25
C -4.85 4.06 0.40
C -2.27 1.01 -2.61
C -3.93 -1.04 -0.36
C -1.45 0.21 3.34
C -1.37 1.65 -0.30
C -3.64 3.22 0.15
C 2.32 -3.53 1.08
C -0.16 2.88 1.61
C -3.55 2.42 -1.00
C 3.22 0.45 -1.65
C 3.62 0.91 1.85
C -0.80 -3.55 -0.32
C -0.73 -4.77 -0.95
C 2.77 -2.32 0.26
C 3.34 1.47 -2.60
C -0.27 -4.75 -2.26
C -0.02 -2.38 -2.13
C 4.27 -2.10 0.52
C -2.42 1.67 -1.27
C -2.54 3.31 1.00
C 0.98 1.15 -1.18
C 2.05 0.29 -0.92
C 2.31 0.13 2.01
C 1.08 2.19 -2.09
C -4.22 -0.54 1.02
C 2.27 2.34 -2.79
C 0.09 -3.55 -2.86
H 2.33 -3.32 2.14
H 3.73 1.56 2.71
H 2.40 -0.14 4.14
H 0.46 -3.51 -3.87
H 4.82 -2.94 0.11
H 4.47 -2.07 1.59
H -3.41 1.07 3.04
H 0.75 2.71 1.04
H 1.51 0.86 2.13
H 4.41 1.88 -4.42
H 4.06 -0.21 -1.50
H -4.72 -1.63 -1.97
H -4.82 -1.29 1.57
H -1.94 1.76 -3.33
H 5.25 0.76 -3.32
H 0.25 2.86 -2.26
H -0.10 2.30 2.53
H 4.49 0.25 1.83
H -3.23 0.63 -2.97
H 3.02 -4.35 0.90
H -4.78 0.39 0.98
H -3.41 -0.63 3.62
H -5.68 3.80 -0.26
H 0.25 -1.41 -2.54
H 4.68 -1.19 0.09
H 3.64 1.53 0.96
H -4.61 5.12 0.23
H 2.64 -2.54 -0.81
H 5.19 2.49 -2.96
H 2.36 3.15 -3.50
H -4.36 2.44 -1.72
H 1.33 -3.89 0.80
H -1.54 0.20 -2.62
H -2.57 4.02 1.82
H -0.19 -5.68 -2.82
H 3.17 -1.44 3.24
H -5.18 3.98 1.43
H -1.01 -5.69 -0.45
H 1.41 -1.36 3.35
H -0.18 3.93 1.90


Entry 11:
46
Properties=species:S:1:pos:R:3 method="wB97M-V/def2-TZVPD" lumo_ev=3.132 e_above_lowest_kj_mol=641.0 orbital_gap_ev=9.22 homo_ev=-6.09 total_charge=-1 multiplicity=1 e_tot_ha=-1235.22435
Cl -0.60 0.78 -1.29
O 0.85 -1.57 0.41
O -2.29 -0.61 -3.66
O -0.24 2.30 1.82
O 2.52 1.91 -0.85
O -2.99 0.10 1.09
C -3.19 -1.53 2.88
C 0.73 1.51 2.55
C 2.81 -2.19 1.71
C -4.31 -0.74 -4.80
C -2.19 -0.74 1.97
C 4.84 1.41 -1.59
C 2.29 -1.56 0.34
C 0.23 1.59 4.09
C 3.29 1.22 -1.80
C -3.43 0.08 -4.02
H -2.84 -2.22 3.38
H 1.61 1.97 2.52
H 3.68 -2.70 1.66
H 5.25 2.58 -1.98
H 0.46 -1.26 -0.51
H -0.77 0.94 4.15
H 0.15 2.62 4.37
H 2.55 -0.48 0.11
H -3.58 -1.20 -5.66
H -1.82 -0.09 -2.92
H 2.26 -2.98 1.95
H -1.62 -1.53 1.43
H -4.85 -1.54 -4.26
H 5.28 1.17 -0.54
H 1.69 1.55 -1.01
H -3.08 0.90 -4.42
H 2.62 -1.46 2.49
H 2.46 -2.09 -0.59
H 0.74 0.65 2.12
H -0.48 1.84 1.06
H 1.17 1.35 4.70
H 3.05 1.54 -2.81
H 5.20 0.77 -2.39
H -3.66 -0.73 3.39
H -1.43 -0.12 2.66
H -3.95 -2.13 2.31
H -2.51 0.25 0.24
H 2.99 0.23 -1.86
H -5.21 -0.18 -5.21
H -3.70 0.39 -3.24


Entry 12:
37
Properties=species:S:1:pos:R:3 method="wB97M-V/def2-TZVPD" lumo_ev="0.679 / -2.107" orbital_gap_ev="6.24 / 5.30" homo_ev="-5.56 / -7.40" multiplicity=5 e_tot_ha=-878.45004 s_squared=6.048
Pd 0.64 0.93 -0.33
N -0.36 1.10 -2.35
C 2.44 1.97 0.38
C -3.81 -1.82 1.65
C -3.54 -0.62 0.97
C 1.65 2.88 -0.40
C 0.96 0.97 -2.99
C 0.38 3.01 0.23
C 1.18 -1.82 0.76
C 0.90 -3.04 1.43
C -1.46 -2.44 1.55
C 0.37 2.17 1.40
C -0.39 -3.34 1.83
C 1.65 1.53 1.48
C 1.38 1.57 -4.16
C -1.18 -1.20 0.86
C 1.79 0.15 -2.10
C 0.16 -0.95 0.52
C -2.24 -0.32 0.57
C -2.79 -2.71 1.94
H 3.46 1.65 0.15
H -0.79 1.99 -2.64
H 2.19 -1.58 0.44
H -0.62 -4.26 2.36
H 1.50 -0.90 -2.03
H -2.01 0.59 0.00
H 1.97 3.38 -1.31
H -4.84 -2.04 1.96
H -4.34 0.09 0.75
H 2.40 1.38 -4.49
H 1.72 -3.73 1.64
H -0.45 2.03 2.09
H 0.71 2.23 -4.70
H 1.96 0.82 2.24
H -2.99 -3.65 2.47
H -0.45 3.63 -0.11
H 2.86 0.37 -2.05


Entry 13:
20
Properties=species:S:1:pos:R:3 method="wB97M-V/def2-TZVPD" lumo_ev=0.974 e_above_lowest_kj_mol=181.7 orbital_gap_ev=9.19 homo_ev=-8.22 multiplicity=1 e_tot_ha=-328.24965
O -0.84 2.23 0.83
N -1.02 -1.04 0.41
C -0.26 0.08 -0.14
C -0.99 1.42 -0.36
C 1.12 0.26 0.57
C 2.24 0.81 -0.36
C -1.22 -2.29 -0.27
H 0.11 -0.42 -1.05
H -1.77 2.29 1.13
H 2.19 1.90 -0.42
H -0.30 -2.90 -0.37
H -0.93 -1.15 1.41
H -0.37 1.90 -1.13
H -1.84 -2.92 0.38
H -2.02 1.25 -0.64
H 2.10 0.23 -1.27
H 1.37 -0.79 0.77
H 3.17 0.57 0.16
H 0.97 0.68 1.56
H -1.70 -2.13 -1.23


Entry 14:
15
Properties=species:S:1:pos:R:3 method="wB97M-V/def2-TZVPD" lumo_ev="-5.514 / -6.298" e_above_lowest_kj_mol=586.2 orbital_gap_ev="8.08 / 7.89" homo_ev="-13.59 / -14.19" total_charge=+1 multiplicity=1 e_tot_ha=-2840.29684
Br -3.00 -0.99 0.55
N -1.32 1.95 0.60
N -0.39 -0.94 -0.03
C -0.27 2.38 -0.34
C -1.35 -0.31 0.23
C 0.66 -1.43 -0.48
C 1.65 -2.05 0.41
H 0.62 -1.68 -1.52
H 1.61 -3.12 0.14
H 1.27 -1.98 1.49
H 0.51 1.66 -0.21
H -2.30 2.23 0.40
H -0.55 2.52 -1.40
H 0.13 3.40 -0.06
H 2.71 -1.64 0.23


Entry 15:
15
Properties=species:S:1:pos:R:3 method="wB97M-V/def2-TZVPD" lumo_ev=-0.062 e_above_lowest_kj_mol=503.8 orbital_gap_ev=9.29 homo_ev=-9.35 multiplicity=1 e_tot_ha=-805.19605
Cl -1.84 1.07 -1.25
O 0.62 -0.22 -1.68
O 0.51 0.83 1.90
C -1.33 0.40 0.22
C 0.16 0.50 0.63
C -0.53 -0.85 0.37
C 1.01 0.75 -0.71
C 0.40 -1.42 -0.78
H 1.53 -1.80 -0.37
H 0.96 1.84 -1.14
H -0.36 1.76 2.21
H -2.10 0.35 1.02
H 1.99 0.62 -0.30
H -0.16 -2.50 -1.38
H -0.86 -1.34 1.28


Entry 16:
7
Properties=species:S:1:pos:R:3 method="wB97M-V/def2-TZVPD" lumo_ev=2.787 e_above_lowest_kj_mol=0.0 orbital_gap_ev=8.31 homo_ev=-5.53 total_charge=-1 multiplicity=1 e_tot_ha=-9578.06362
Br 0.15 2.62 -0.40
Br 2.29 -0.99 -1.23
Br 0.84 -0.04 2.65
Zn 0.74 0.32 0.18
O -1.00 -0.46 -0.44
H -1.16 -1.40 -0.38
H -1.87 -0.06 -0.39